1.
{
  "formula": "CH8O4",
  "method": "ωB97M-V/def2-TZVPD",
  "spin_multiplicity": 1,
  "smiles": "C=O.O.O.O",
  "symbols": ["C", "O", "H", "H", "O", "H", "H", "O", "H", "H", "O", "H", "H"],
  "positions_angstrom": [[1.20498, -0.56103, -2.44503], [1.23528, 0.60963, -2.22472], [0.43593, -1.09053, -3.02278], [2.03658, -1.14708, -2.02453], [-1.28383, -0.32010, -0.47543], [-1.69384, -1.16111, -0.68781], [-1.34119, -0.19240, 0.47326], [-1.13442, 1.72259, 1.23447], [-0.36142, 1.32239, 1.63599], [-0.88572, 2.11268, 0.39313], [0.24260, -0.65461, 2.43058], [0.68153, -0.00595, 3.00169], [0.86352, -0.63451, 1.71116]],
  "forces_ev_per_a": [[0.8450, -0.2485, 0.5577], [-0.5258, 0.8307, -0.3019], [-0.2075, 0.1525, -0.0986], [-0.0779, -0.6452, -0.1394], [0.2434, -0.3174, -0.6768], [-0.0955, -0.0695, 0.1732], [-0.2656, 0.1066, 0.2737], [-0.4725, 0.3316, 0.4215], [0.1539, 0.0348, -0.1700], [0.2372, -0.1302, -0.0676], [0.2595, 0.7579, 0.5485], [-0.4061, -0.2884, 0.4796], [0.3119, -0.5150, -1.0000]],
  "mulliken_charge": [-0.10, -0.37, 0.24, 0.23, -0.58, 0.28, 0.34, -0.67, 0.31, 0.34, -0.68, 0.33, 0.34]
}

2.
{
  "formula": "C30H94N6O14",
  "method": "ωB97M-V/def2-TZVPD",
  "spin_multiplicity": 1,
  "symbols": ["C", "C", "O", "H", "H", "H", "H", "H", "H", "C", "C", "O", "H", "H", "H", "H", "H", "H", "C", "C", "O", "H", "H", "H", "H", "H", "H", "O", "H", "H", "O", "H", "H", "O", "H", "H", "O", "H", "H", "O", "H", "H", "C", "C", "C", "O", "C", "N", "H", "H", "H", "H", "H", "H", "H", "H", "H", "H", "H", "C", "C", "C", "O", "C", "N", "H", "H", "H", "H", "H", "H", "H", "H", "H", "H", "H", "C", "C", "C", "O", "C", "N", "H", "H", "H", "H", "H", "H", "H", "H", "H", "H", "H", "C", "C", "C", "O", "C", "N", "H", "H", "H", "H", "H", "H", "H", "H", "H", "H", "H", "C", "C", "C", "O", "C", "N", "H", "H", "H", "H", "H", "H", "H", "H", "H", "H", "H", "C", "C", "C", "O", "C", "N", "H", "H", "H", "H", "H", "H", "H", "H", "H", "H", "H"],
  "positions_angstrom": [[-2.83982, -8.39216, 22.83125], [-4.30591, -8.31809, 22.37108], [-4.82716, -9.63229, 22.19769], [-2.25195, -9.01296, 22.15514], [-2.76920, -8.73521, 23.86345], [-2.44395, -7.38709, 22.97691], [-4.25309, -7.72057, 21.46098], [-4.84241, -7.77990, 23.15250], [-5.53022, -9.55754, 21.54831], [-1.67415, -14.68958, 18.46544], [-1.53655, -16.05412, 17.74506], [-2.42887, -16.17009, 16.66725], [-0.97286, -14.45908, 19.26740], [-2.67735, -14.62807, 18.88724], [-1.57057, -13.87807, 17.74517], [-1.73229, -16.85555, 18.45744], [-0.48771, -16.22719, 17.50409], [-2.78975, -17.05918, 16.63777], [1.80959, -14.31452, 20.91450], [0.64559, -15.09428, 20.27903], [0.97890, -15.43813, 18.94378], [2.71664, -14.91436, 20.98914], [1.60504, -13.96750, 21.92734], [2.06360, -13.46416, 20.28168], [-0.25678, -14.48565, 20.22101], [0.44138, -15.93474, 20.94239], [1.66293, -16.11172, 18.94492], [-3.97461, -15.81293, 19.82816], [-3.47112, -15.64200, 19.03224], [-3.55983, -16.58479, 20.21340], [-6.22349, -11.89455, 20.34437], [-5.81650, -12.60449, 19.84781], [-6.14128, -12.16376, 21.25925], [-6.25694, -9.36423, 20.87999], [-5.72853, -8.99900, 20.17032], [-6.40925, -10.27344, 20.62235], [-5.04627, -8.61105, 19.25519], [-5.36224, -9.30920, 18.68162], [-4.74928, -7.92516, 18.65721], [-1.06580, -9.63174, 20.82857], [-1.86555, -9.71709, 20.30958], [-1.02725, -10.43723, 21.34426], [-2.66753, -10.82606, 18.36498], [-3.50850, -10.74769, 19.66530], [-2.98587, -11.89110, 20.60336], [-3.12245, -13.14094, 20.06939], [-2.34391, -14.11219, 20.79404], [-3.39820, -9.38132, 20.23345], [-3.08307, -11.73110, 17.92192], [-1.61687, -10.95274, 18.62609], [-2.95550, -9.93403, 17.80868], [-4.54808, -10.91480, 19.38341], [-3.47618, -11.83952, 21.57550], [-1.91151, -11.71796, 20.66565], [-2.61870, -15.11245, 20.45929], [-2.66040, -14.10464, 21.83705], [-1.25761, -14.04723, 20.73228], [-3.95421, -8.79816, 19.62446], [-3.88494, -9.43469, 21.11681], [-1.50665, -10.62902, 24.96016], [-1.69825, -11.06571, 23.50783], [-0.36068, -11.52591, 22.92479], [-0.62220, -11.87438, 21.60984], [0.54155, -12.03288, 20.76346], [-2.66581, -12.11466, 23.45108], [-1.42843, -9.55882, 25.15160], [-0.60889, -11.06833, 25.39507], [-2.37582, -10.89982, 25.55959], [-1.99193, -10.20103, 22.91268], [0.03138, -12.39420, 23.45439], [0.35594, -10.70461, 22.92895], [1.26306, -12.61288, 21.33890], [0.91736, -11.08801, 20.37089], [0.34007, -12.52828, 19.81369], [-2.48490, -12.80178, 24.16888], [-2.49268, -12.64772, 22.61087], [-2.16538, -7.24008, 20.27830], [-3.32803, -6.32913, 20.72754], [-3.18494, -4.82681, 20.40684], [-2.01796, -4.34495, 21.17599], [-1.88523, -2.98060, 21.02446], [-4.51573, -6.85830, 20.03346], [-2.37793, -8.30758, 20.22036], [-1.30586, -7.13971, 20.94106], [-1.81727, -6.91217, 19.29881], [-3.46437, -6.38464, 21.80756], [-4.10264, -4.31902, 20.70361], [-3.08027, -4.56027, 19.35513], [-2.84737, -2.58804, 21.35351], [-1.71835, -2.67987, 19.99013], [-1.09136, -2.57287, 21.65024], [-4.59028, -7.86445, 20.08050], [-4.39810, -6.77761, 19.03359], [-0.53917, -11.89299, 18.08600], [0.49647, -11.39483, 17.09718], [1.94772, -11.45383, 17.62033], [2.82540, -10.82456, 16.69503], [4.15603, -10.76336, 17.21323], [0.43223, -12.30376, 15.90148], [-1.54039, -11.90398, 17.65528], [-0.60117, -11.30889, 19.00419], [-0.29569, -12.92166, 18.35182], [0.27807, -10.38719, 16.74352], [2.16092, -12.50494, 17.81482], [1.96838, -11.04719, 18.63142], [4.17531, -10.22267, 18.15949], [4.77026, -10.27310, 16.45793], [4.59183, -11.74425, 17.40302], [0.50543, -13.27047, 16.18467], [1.25342, -12.10610, 15.34768], [-8.66804, -10.35388, 17.82193], [-7.22154, -9.89220, 18.14227], [-6.27533, -9.97414, 16.90957], [-4.91213, -9.65787, 17.26470], [-3.95557, -9.79472, 16.24750], [-7.40069, -8.49119, 18.59430], [-9.28834, -9.55746, 17.41080], [-9.16823, -10.65819, 18.74133], [-8.83980, -11.18594, 17.13908], [-6.80105, -10.41179, 19.00327], [-6.49384, -9.33440, 16.05454], [-6.30433, -10.97131, 16.47035], [-3.56338, -10.80251, 16.11098], [-3.07080, -9.21742, 16.51585], [-4.42623, -9.55704, 15.29350], [-6.52227, -8.04630, 18.81911], [-7.47488, -7.90302, 17.77659], [-5.90040, -12.42222, 17.89242], [-5.73849, -13.82378, 18.47941], [-4.82038, -14.67791, 17.54107], [-5.28524, -14.80693, 16.18382], [-4.59453, -15.87760, 15.52061], [-5.21600, -13.73608, 19.78663], [-6.62877, -11.80319, 18.41622], [-6.21397, -12.49378, 16.85095], [-4.94440, -11.90316, 17.96139], [-6.71518, -14.30667, 18.51066], [-4.84551, -15.63319, 18.06538], [-3.81018, -14.27719, 17.62491], [-4.50858, -16.79837, 16.09759], [-3.55999, -15.60672, 15.30977], [-5.15888, -16.02100, 14.59917], [-5.07720, -14.61892, 20.25719], [-4.29462, -13.33434, 19.88553]],
  "forces_ev_per_a": [[-0.7944, 0.6476, 1.3240], [0.7891, -0.5372, 2.2889], [7.5684, -0.4420, 8.4382], [-0.1506, 1.3003, 0.2888], [-0.4065, -0.4685, -0.0941], [0.3029, 0.0950, -0.5896], [-1.1048, -1.4534, 2.0235], [-0.4474, 0.2416, -0.1321], [0.3147, -0.3453, 1.9419], [-0.6253, -0.7448, -2.2577], [1.1844, 0.1040, 1.3703], [1.1490, 0.1168, 0.6450], [-1.0835, -0.8194, -2.4147], [1.5359, 0.8363, -1.2581], [-0.4577, -0.6095, -0.2273], [-0.1887, -0.2361, 0.3964], [-0.1711, 0.1742, -0.6358], [0.2197, -0.0063, 0.0088], [0.9226, -1.3274, -0.4821], [2.0584, 0.4137, 0.8431], [-0.0855, -0.1527, 0.2850], [-0.0472, -0.5060, -0.0866], [-0.0114, -0.4967, 0.0047], [0.3874, -0.7062, -0.0170], [2.3246, -0.7133, 0.6497], [-0.2897, -0.4481, -0.2782], [0.1627, -0.0268, 0.0721], [-0.8992, -3.3201, 0.5590], [-0.2736, -0.5404, -0.4138], [-0.0403, -0.6474, 0.1863], [-3.3536, 5.3426, 2.7357], [0.1582, -1.2112, 0.9930], [0.0604, -0.1789, 0.2057], [-9.8856, 1.1607, -4.7694], [-1.6308, 0.3413, 1.2630], [-0.6733, -1.3987, -0.1940], [-6.4009, -1.7654, -10.2257], [0.7774, -1.0949, -0.5519], [-0.6128, -0.3550, -1.3835], [3.3912, 0.3811, 0.0019], [-0.9700, 0.4132, -0.0855], [0.1258, 0.2948, -0.4687], [-3.5275, 2.1108, 2.9289], [-0.0778, -0.2483, -0.6194], [-0.2005, 4.1421, -0.1583], [5.8333, -1.2214, 0.2158], [-0.5988, -0.2757, 2.0335], [3.3284, -6.4251, -0.3316], [0.3399, 0.0489, -0.6252], [-3.9023, 2.7890, 0.1582], [1.1576, -0.9399, 1.0805], [0.1660, -0.3575, 0.3299], [-0.1429, 0.3559, -0.3557], [-1.6734, 0.0456, 0.0204], [0.8118, 1.3347, 0.9159], [0.0662, 0.1451, 0.1436], [-1.7149, 1.4317, 1.0183], [4.5752, -2.7405, 0.9129], [0.2980, -0.9295, 0.0588], [-0.0556, 0.2905, 0.4329], [1.3698, 0.3896, 0.8133], [0.3062, 0.4809, 1.0920], [2.2746, -1.8953, -0.8862], [0.2032, 0.5327, 1.2183], [-0.4517, -1.2432, 0.0879], [0.2299, 0.1027, -0.5350], [-0.0188, -0.2539, 0.1290], [-0.0019, -0.3362, -0.0519], [-0.1850, -1.0864, 0.5056], [0.2199, -0.1063, 0.3474], [0.2682, 0.1292, 0.2855], [-0.7753, 2.0076, -0.2698], [0.0597, 0.5164, 0.8607], [-0.3359, -0.5122, 1.3229], [0.0432, 0.0392, 0.6492], [-0.1236, 0.2493, 0.3220], [1.7809, 2.8399, 0.6438], [0.9330, 0.7601, -1.9367], [1.2445, -0.4015, 1.2472], [-1.0148, -1.6582, -1.0495], [-0.7286, 0.6891, 0.2528], [0.6479, 5.1691, 1.5512], [0.1472, 2.0001, 0.2450], [0.1176, 0.2449, -0.0566], [0.0104, 0.2501, -0.4240], [-0.0195, 0.5084, -0.4321], [-0.0689, 0.2060, 0.5076], [0.4513, -0.3476, -0.3434], [-0.0203, 0.9307, -0.0001], [0.1111, 0.0460, -0.2578], [0.0437, -0.2706, 0.0293], [0.7863, 4.3490, 3.6989], [0.8204, 2.1385, -0.2487], [3.0291, -2.0412, -1.6608], [0.9005, -1.2543, -0.9506], [-1.1901, 0.3264, 0.3409], [0.1147, -0.5784, 0.9892], [-0.2985, 0.0747, -0.3704], [-0.4350, 1.0036, 0.2322], [2.1627, -1.3269, -1.0211], [1.6563, -0.5187, -0.2816], [0.5247, 0.3345, -0.2021], [-0.0158, 0.1123, 0.0808], [0.4378, -0.4626, -0.4958], [0.4452, 0.9001, 0.0149], [0.0233, 0.2632, 0.0039], [-0.0814, 0.1216, 0.1561], [-0.1693, -0.3340, -0.0836], [0.0248, -0.1650, 0.2534], [0.0701, -0.0090, -0.2866], [-0.2200, -0.5328, 0.1429], [-0.7770, 2.1915, -1.2482], [0.0286, -0.5900, -1.1496], [-0.7164, -0.6372, -1.1014], [-0.4222, -0.2525, -1.8100], [-0.3478, 1.1860, -1.0218], [0.4016, 0.3419, 0.0613], [0.1647, 0.1428, 0.1742], [0.7283, -0.2386, -0.1011], [-0.4403, 0.0459, -0.5777], [-0.7562, 0.6307, 0.2884], [0.0209, 0.5874, 0.0887], [-0.3745, -0.2558, 0.1739], [-0.5084, 0.6220, -0.9153], [0.1676, 0.6342, -0.1589], [-1.0393, -0.3543, 1.0566], [-1.4555, -0.0848, -0.9339], [-0.2337, -1.1642, -0.5171], [-0.1930, -0.6040, -2.5797], [-1.3777, 0.3205, 0.2459], [0.7157, -0.5593, 1.2983], [-0.6085, 1.1521, -1.0541], [-1.9162, -3.9832, -0.4740], [0.3188, -1.3343, -0.6033], [0.2467, -0.6359, 0.2016], [-0.1698, -0.1660, -0.3924], [-0.2341, -0.0992, -0.1461], [-0.1308, -0.3031, -0.9979], [-0.2278, 0.2113, -0.6583], [-0.8653, -0.0925, 0.1475], [-0.6537, 0.2739, -0.5469], [0.0581, -0.2996, 0.0370], [-1.0636, 0.3824, -0.2086], [-1.1543, -0.3177, -0.8754]],
  "mulliken_charge": [-1.59, 0.19, -0.92, 1.72, 0.41, 0.89, -0.30, 0.48, 1.41, 2.43, -1.39, -0.45, -1.35, -3.47, 0.99, 0.41, 0.36, 0.30, -1.74, 0.31, -0.50, 0.55, 0.33, 0.50, 0.87, 0.46, 0.39, -0.69, 0.34, 0.44, -0.75, -0.86, 0.41, -0.68, -0.06, 0.43, -0.29, -0.11, 0.04, -0.68, 0.15, -0.94, -1.45, 0.33, -0.47, 0.97, -1.58, 0.65, -0.13, -0.69, -0.93, 2.03, 0.69, 0.88, 0.84, 0.59, 0.14, -0.17, -0.42, -1.59, 2.10, -1.45, -0.29, -1.27, -0.35, 0.34, 0.43, 0.45, -1.38, 0.55, 0.46, 1.35, 0.09, -0.37, 0.40, -0.50, -0.95, 1.00, -1.38, -0.30, -0.79, -0.25, 0.07, 0.21, 0.40, 0.43, 0.60, 0.49, 0.35, 0.30, 0.23, -0.60, 0.52, 0.26, -0.84, -0.73, -0.42, -0.73, -0.86, 0.20, 0.72, 0.51, 0.60, 0.24, 0.44, 0.29, 0.30, 0.29, 0.20, 0.38, -1.96, 1.39, -1.33, -0.23, -1.17, -0.68, 0.46, 0.43, 0.31, -0.56, 0.71, 0.80, 0.22, 0.39, 0.50, 0.00, 0.44, -2.18, 0.81, 0.12, -0.46, -0.98, -0.33, 0.36, 1.19, -0.34, 0.84, 0.68, -0.57, 0.22, 0.38, 0.38, 0.61, 0.10]
}

3.
{
  "formula": "C9H14",
  "method": "ωB97M-V/def2-TZVPD",
  "spin_multiplicity": 1,
  "smiles": "Cc1ccccc1.CC",
  "symbols": ["C", "C", "C", "C", "C", "C", "C", "H", "H", "H", "H", "H", "H", "H", "H", "C", "C", "H", "H", "H", "H", "H", "H"],
  "positions_angstrom": [[0.28319, 1.91295, -0.95674], [1.20262, 0.62909, -1.02916], [1.29387, -0.18438, 0.07591], [1.52248, -1.59816, 0.01162], [1.76603, -2.06875, -1.32473], [2.27670, -1.13459, -2.27374], [1.90235, 0.20997, -2.15256], [-0.67335, 1.66096, -0.51564], [-0.01700, 2.34346, -1.95410], [0.88140, 2.50552, -0.33029], [0.87824, 0.06160, 1.06262], [1.44669, -2.07859, 0.90689], [1.60406, -3.06057, -1.56393], [2.80941, -1.56090, -3.08149], [2.03591, 0.89513, -3.09816], [-2.58250, -0.54906, 2.29089], [-2.18438, 0.85595, 1.68239], [-3.54797, -0.89877, 2.26454], [-2.05720, -1.49292, 1.95236], [-2.51606, -0.32262, 3.39212], [-2.82963, 1.60089, 2.19311], [-1.08652, 1.20944, 1.81658], [-2.40832, 1.06433, 0.63150]],
  "forces_ev_per_a": [[0.5673, -2.0173, -1.7097], [-1.0135, 1.2029, -0.4576], [-0.9374, -2.1873, 1.5332], [0.2920, 3.5000, -4.9948], [1.2704, 2.5547, 2.3401], [-1.9559, -0.5167, 1.7005], [0.3808, 0.6439, -2.4441], [0.1344, -0.1433, 0.4544], [1.0403, -0.2604, 0.9387], [0.1055, 1.8050, 0.6985], [0.2054, 0.6812, -0.4890], [-0.4144, -1.9591, 1.8321], [0.4561, -2.0740, -0.4609], [0.1520, 0.0468, -1.1296], [-0.2094, -1.2568, 2.1165], [2.9794, 0.9266, 1.0200], [0.0962, 0.4200, 0.1713], [-2.8588, 0.1647, -0.9402], [0.3186, 1.4588, 0.5548], [0.6810, -0.9520, -0.7895], [0.5259, -0.2958, -0.0260], [-1.8265, -1.0588, 0.1336], [0.0105, -0.6832, -0.0520]],
  "mulliken_charge": [-0.92, 0.57, -0.25, -0.62, -0.57, -0.41, -0.33, -0.01, 0.34, 0.36, 0.24, 0.51, 0.47, 0.41, 0.22, -0.93, -0.69, 0.41, 0.25, 0.24, 0.33, 0.18, 0.21]
}

Relative energy (zero: lowest compared OMol25 entry of this formula, charge and spin) per entry: 14.8; 821.7; 57.2 kcal/mol
Frontier orbital gap per entry: 0.386; 0.255; 0.354 Eh